(1)
This record from the OMol25 dataset describes a cluster of 2 separate species, C5H7NOS in total in a non-equilibrium geometry. The level of theory is the ωB97M-V functional and the def2-TZVPD basis.

CARTESIAN COORDINATES (ANGSTROEM)
C  -1.5509  0.8599  0.4874
C  -2.7038  -1.1195  -0.2645
C  -0.8362  -0.0416  -0.2013
C  2.0296  -0.4367  0.4689
C  1.3421  0.2345  -0.6906
N  -1.4699  -1.1482  -0.6203
O  1.5067  1.5622  -0.8750
S  -3.1924  0.2867  0.6365
H  -1.2688  1.8016  0.9122
H  -3.4119  -1.8927  -0.4889
H  2.6404  0.2840  1.0149
H  2.6757  -1.2353  0.1097
H  1.3241  -0.8768  1.1684
H  1.3125  -0.2906  -1.6342
H  1.6027  2.0126  -0.0233

- Relative energy (zero: lowest compared OMol25 entry of this formula, charge and spin): 303.70 kJ/mol
- Kohn-Sham gap: 9.13 eV
- E_tot: -19668.455 eV
- Net charge: 0
- Multiplicity: 1

***

(2)
This record from the OMol25 dataset describes an isolated molecule of C6H9NO4 in a non-equilibrium geometry. The level of theory is the ωB97M-V functional and the def2-TZVPD basis.

CARTESIAN COORDINATES (ANGSTROEM)
O  -1.2622  2.2955  1.3679
C  -0.8901  1.5756  0.4671
O  -1.4551  1.5738  -0.7609
C  0.3069  0.6502  0.5149
C  0.8437  0.3051  1.9367
C  0.5573  -1.1964  2.0301
N  0.7221  -1.6523  0.6534
C  -0.0518  -0.7091  -0.1298
C  0.2794  -0.9399  -1.6220
O  -0.1317  -1.8912  -2.2332
O  1.1176  -0.0357  -2.1402
H  -2.2018  2.1833  -0.7611
H  1.0720  1.1659  -0.0901
H  0.3170  0.9102  2.6892
H  1.9298  0.5122  1.9865
H  -0.4524  -1.3617  2.4066
H  1.2934  -1.6955  2.6727
H  0.3950  -2.5900  0.5306
H  -1.1252  -0.8586  -0.0242
H  1.2971  -0.3521  -3.0352

- SMILES string: O=C(O)[C@H]1CCN[C@@H]1C(=O)O
- Relative energy (zero: lowest compared OMol25 entry of this formula, charge and spin): 0.00 kJ/mol
- Kohn-Sham gap: 10.14 eV
- E_tot: -16048.890 eV
- Net charge: 0
- Multiplicity: 1

***

(3)
This record from the OMol25 dataset describes a cluster of 2 separate species, CH6OS2 in total in a non-equilibrium geometry. The level of theory is the ωB97M-V functional and the def2-TZVPD basis.

CARTESIAN COORDINATES (ANGSTROEM)
C  -2.7065  1.9114  -0.0418
O  -2.1647  1.0678  -1.1062
H  -1.9491  2.0399  0.7553
H  -3.0857  2.8449  -0.3150
H  -3.4503  1.2729  0.4862
H  -2.2804  1.3628  -2.0229
S  1.0455  -0.0652  -0.4650
S  1.5080  -1.6061  0.9827
H  2.2795  0.6355  -0.4302
H  1.1866  -1.4270  2.3435

- SMILES string: CO.SS
- Relative energy (zero: lowest compared OMol25 entry of this formula, charge and spin): 141.25 kJ/mol
- Kohn-Sham gap: 9.40 eV
- E_tot: -24850.762 eV
- Net charge: 0
- Multiplicity: 1

***

(4)
This record from the OMol25 dataset describes an isolated molecule of C3H3N in a non-equilibrium geometry. The level of theory is the ωB97M-V functional and the def2-TZVPD basis.

CARTESIAN COORDINATES (ANGSTROEM)
C  -0.9260  -0.3599  -0.0556
C  0.0385  0.4159  0.0141
C  1.3429  0.0134  0.0087
N  2.4918  -0.2116  -0.0496
H  -2.0382  0.1260  -0.1847
H  -0.8713  -1.4127  0.2014
H  -0.0377  1.4289  0.0656

- SMILES string: C=CC#N
- Relative energy (zero: lowest compared OMol25 entry of this formula, charge and spin): 88.42 kJ/mol
- Kohn-Sham gap: 11.27 eV
- E_tot: -4647.608 eV
- Net charge: 0
- Multiplicity: 1

***

(5)
This record from the OMol25 dataset describes the ion C4H10N3 with charge +1 in a non-equilibrium geometry. The level of theory is the ωB97M-V functional and the def2-TZVPD basis.

CARTESIAN COORDINATES (ANGSTROEM)
C  -1.4785  0.5479  -1.0746
C  -0.4719  0.0252  -0.0116
N  -1.1160  -0.6473  1.1622
C  0.4484  -1.0193  -0.5810
C  1.6741  -0.7719  -0.3171
N  1.7305  0.4246  0.5497
N  0.4715  1.0592  0.4544
H  -2.4156  0.2583  -0.7105
H  -1.3039  0.1533  -2.0281
H  -1.3773  1.6419  -1.0936
H  -1.8368  0.0756  1.3243
H  -1.6415  -1.3168  0.7756
H  0.0931  -1.9499  -1.0708
H  2.5966  -1.3233  -0.3989
H  1.8317  0.1463  1.5152
H  2.6126  1.1577  0.2458
H  0.1830  1.5383  1.2588

- SMILES string: C[C@@]1(N)C=C[NH2+]N1
- Relative energy (zero: lowest compared OMol25 entry of this formula, charge and spin): 333.88 kJ/mol
- Kohn-Sham gap: 11.00 eV
- E_tot: -8771.139 eV
- Net charge: +1
- Multiplicity: 1

***

(6)
This record from the OMol25 dataset describes a structure of composition C3H3MgO in a non-equilibrium geometry. The level of theory is the ωB97M-V functional and the def2-TZVPD basis.

CARTESIAN COORDINATES (ANGSTROEM)
H  2.1531  -1.5317  -0.5869
O  -0.5269  -1.0927  -0.7639
C  2.2641  -0.6406  0.0316
C  1.2619  0.2367  0.2020
C  -0.0811  -0.1257  -0.2511
H  3.2295  -0.4698  0.5109
H  1.3743  1.1658  0.7569
Mg  -1.8961  1.2982  0.3191

- Kohn-Sham gap (alpha / beta): 7.66 / 6.80 eV
- E_tot: -10629.411 eV
- Net charge: +2
- Multiplicity: 2

***

Q: Among the records above, which one has the highest multiplicity?
A: C3H3MgO